# C4H9O2

A molecular structure, C4H9O2 (ωB97M-V/def2-TZVPD, the Open Molecules 2025 dataset).

Calculated values
* largest force on an atom: 0.066 Eh/bohr
* relative energy (zero: lowest compared OMol25 entry of this formula, charge and spin): 201.5 kJ/mol
* energy: -308.26815 Eh
* orbital gap: 7.69 eV
* 2S+1: 1
* total charge: -1

Geometry as XYZ:
```
15
Properties=species:S:1:pos:R:3:forces:R:3:nbo_charge:R:1
C -1.19562 -0.53051 -0.01472 -0.3 1.5 -0.5 -0.43
C -0.85645 0.97096 0.26913 0.3 -1.0 -0.6 -0.42
C 0.33265 1.08551 1.22103 1.1 0.7 -1.6 -0.05
O 1.29015 0.11357 0.94731 0.2 0.4 3.4 -0.80
C -0.26426 -1.20256 -1.07454 -0.8 -0.1 0.2 -0.02
O 0.90290 -0.54095 -1.22850 -0.1 -0.4 -1.6 -0.88
H -1.16544 -1.00911 0.95426 -0.2 -0.5 0.2 0.18
H -2.21967 -0.47175 -0.42543 0.1 -0.6 0.4 0.17
H -1.74381 1.38547 0.70472 -0.6 0.6 0.4 0.17
H -0.66361 1.49025 -0.67613 0.1 -0.1 0.1 0.20
H -0.00880 1.10174 2.23559 -0.2 -0.4 1.0 0.12
H 0.85937 2.04734 1.06466 -0.5 0.4 0.1 0.12
H 1.13052 -0.18420 -0.00732 0.5 -0.4 -1.5 0.47
H -0.13855 -2.26251 -0.75772 0.0 -0.1 0.0 0.09
H -0.91688 -1.28354 -1.98395 0.5 0.2 -0.1 0.09
```
Positions in Å, forces in eV/Å.

# C4H9O2S

2 unconnected molecules or ions with the total composition C4H9O2S (ωB97M-V/def2-TZVPD, the Open Molecules 2025 dataset).

Calculated values
* largest force on an atom: 0.066 Eh/bohr
* relative energy (zero: lowest compared OMol25 entry of this formula, charge and spin): 542.2 kJ/mol
* energy: -706.34146 Eh
* orbital gap: 7.30 eV
* 2S+1: 1
* total charge: -1

Geometry as XYZ:
```
16
Properties=species:S:1:pos:R:3:forces:R:3:nbo_charge:R:1
C 1.70966 -0.16226 0.09377 -0.9 0.0 -0.9 0.12
C 1.48015 -0.22060 1.52536 1.6 1.5 0.7 -0.79
C 0.94089 -1.12415 -0.69623 1.6 -0.6 1.0 -0.82
C -2.47937 0.57573 -1.75978 1.1 -0.1 1.0 -0.90
O -1.69560 -1.43505 -0.10730 0.6 -0.8 -0.2 -1.04
O -3.87619 -0.50550 0.38922 0.9 0.7 0.1 -1.05
S -2.43058 -0.17959 0.10351 -3.3 0.6 -0.7 1.48
H 2.34977 0.33935 1.96494 -0.8 -0.5 0.2 0.20
H 0.61169 0.49205 1.67574 0.4 -1.1 0.0 0.28
H 1.47052 -1.22590 1.94228 -0.9 -0.1 0.4 0.19
H 0.85913 -2.21929 -0.35575 0.0 1.5 -0.2 0.21
H 1.32610 -1.02374 -1.68419 -0.3 -0.5 -1.1 0.20
H -0.08078 -0.69597 -0.57638 0.2 -0.3 -0.2 0.33
H -3.33626 0.92484 -2.36509 0.0 -0.3 0.9 0.20
H -1.77901 1.40649 -1.54352 -0.3 -0.1 -0.6 0.18
H -1.93920 -0.20963 -2.29167 0.0 0.1 -0.2 0.20
```
Positions in Å, forces in eV/Å.

# C4H9O2S

2 unconnected molecules or ions with the total composition C4H9O2S (ωB97M-V/def2-TZVPD, the Open Molecules 2025 dataset).

Calculated values
* largest force on an atom: 0.074 Eh/bohr
* relative energy (zero: lowest compared OMol25 entry of this formula, charge and spin): 194.5 kJ/mol
* energy: -706.47387 Eh
* orbital gap: 7.49 eV
* 2S+1: 1
* total charge: -1

Geometry as XYZ:
```
16
Properties=species:S:1:pos:R:3:forces:R:3:nbo_charge:R:1
C 2.00098 0.33386 -0.16960 2.6 -1.9 0.5 -0.67
C 0.37686 -1.34808 1.88414 -2.4 2.9 -0.5 -0.77
S 1.99589 -0.65373 1.51880 0.9 0.4 -1.3 0.07
H 1.06187 0.56117 -0.53611 -2.0 0.1 -0.5 0.28
H 2.50237 1.25592 -0.00397 0.2 0.9 1.0 0.20
H 2.62391 -0.03777 -1.06207 -1.0 -0.6 1.6 0.20
H -0.39850 -1.06374 1.11143 1.1 0.2 0.9 0.24
H -0.03561 -0.97083 2.85705 0.6 0.1 -0.8 0.21
H 0.15803 -2.35754 1.92325 0.9 -2.6 0.0 0.20
C -1.79165 0.01591 -0.86727 0.1 1.5 -2.2 -0.77
C -1.13361 1.42453 -1.30136 1.0 -2.6 0.0 0.79
O -1.82668 2.41667 -1.12046 0.0 0.9 -0.1 -0.75
O 0.04534 1.24733 -1.77499 -1.7 1.3 -0.1 -0.83
H -1.39654 -0.28315 0.06681 -0.6 0.3 1.4 0.18
H -1.29318 -0.72178 -1.50589 -0.8 0.0 -0.5 0.20
H -2.88947 0.18124 -1.01975 0.9 -0.9 0.6 0.21
```
Positions in Å, forces in eV/Å.